Molecular formula: C40H99F3N15O18S
Method: DFT, ωB97M-V/def2-TZVPD

Positions of all 176 atoms, in Å:
C (-0.799, 0.558, 1.053)
F (-1.964, -0.103, 0.741)
F (-1.161, 1.701, 1.663)
F (-0.081, -0.259, 1.780)
S (0.218, 0.991, -0.471)
O (1.537, 1.383, 0.120)
O (0.355, -0.275, -1.237)
O (-0.584, 2.086, -1.104)
C (0.689, 9.455, 2.455)
C (-0.463, 8.525, 2.644)
O (-1.624, 9.145, 3.125)
O (1.001, 10.215, 3.616)
H (0.317, 10.118, 1.674)
H (1.583, 9.012, 2.015)
H (-0.298, 7.632, 3.247)
H (-0.636, 8.159, 1.632)
H (-1.990, 8.604, 3.829)
H (0.339, 10.020, 4.284)
C (-6.506, 5.796, -0.586)
C (-5.872, 5.575, -1.989)
O (-6.717, 5.922, -3.051)
O (-6.644, 7.177, -0.396)
H (-5.882, 5.377, 0.204)
H (-7.523, 5.411, -0.515)
H (-5.571, 4.567, -2.274)
H (-4.971, 6.180, -2.087)
H (-6.320, 5.617, -3.870)
H (-5.869, 7.479, 0.084)
C (3.160, -5.199, 6.754)
C (3.767, -5.697, 5.448)
O (4.941, -6.432, 5.603)
O (4.098, -4.273, 7.347)
H (2.831, -5.991, 7.427)
H (2.284, -4.654, 6.401)
H (4.049, -4.846, 4.828)
H (2.979, -6.200, 4.887)
H (5.528, -5.979, 6.212)
H (3.659, -3.444, 7.554)
C (-3.828, 3.727, 8.485)
O (-3.352, 4.664, 7.883)
N (-4.243, 3.781, 9.692)
N (-3.910, 2.492, 8.048)
H (-4.393, 4.560, 10.317)
H (-4.360, 2.861, 10.091)
H (-3.338, 2.238, 7.255)
H (-4.340, 1.793, 8.637)
C (2.421, 9.229, -4.324)
O (3.206, 8.336, -4.009)
N (2.701, 10.361, -4.824)
N (1.136, 9.169, -4.122)
H (3.617, 10.717, -5.057)
H (2.025, 11.109, -4.881)
H (0.780, 8.238, -3.961)
H (0.542, 9.958, -4.337)
C (3.464, 2.284, -7.211)
O (2.963, 1.631, -8.103)
N (3.758, 3.550, -7.330)
N (3.942, 1.793, -6.120)
H (3.562, 4.117, -8.142)
H (4.115, 4.051, -6.529)
H (4.348, 2.450, -5.469)
H (3.571, 0.896, -5.841)
C (-2.775, -1.345, -6.952)
O (-3.641, -1.843, -7.678)
N (-1.765, -2.102, -6.551)
N (-2.761, -0.101, -6.484)
H (-1.550, -2.959, -7.041)
H (-1.181, -1.872, -5.760)
H (-3.549, 0.427, -6.830)
H (-1.935, 0.145, -5.957)
C (7.921, 1.760, -1.566)
O (9.014, 1.590, -2.067)
N (7.297, 0.924, -0.860)
N (7.369, 2.953, -1.701)
H (6.350, 1.063, -0.537)
H (7.877, 0.164, -0.533)
H (7.921, 3.697, -2.105)
H (6.406, 2.947, -1.396)
C (-1.960, -6.935, 0.430)
O (-1.924, -7.974, 0.977)
N (-3.059, -6.220, 0.262)
N (-0.964, -6.300, -0.059)
H (-3.924, -6.672, 0.522)
H (-2.942, -5.384, -0.293)
H (-1.101, -5.405, -0.507)
H (-0.052, -6.689, 0.135)
C (3.597, 4.090, 8.769)
C (4.424, 2.890, 9.096)
C (5.787, 3.260, 9.800)
C (5.757, 3.574, 11.377)
C (4.979, 2.438, 12.025)
C (3.659, 2.027, 11.397)
N (3.682, 1.909, 9.932)
O (2.490, 1.403, 9.366)
C (3.418, 0.526, 11.942)
C (2.463, 2.900, 11.816)
C (4.873, 2.222, 7.763)
H (3.979, 4.443, 7.811)
H (3.832, 4.953, 9.391)
H (2.524, 3.957, 8.629)
H (6.488, 2.426, 9.761)
H (6.335, 3.986, 9.200)
H (5.175, 4.470, 11.592)
H (6.736, 3.899, 11.730)
H (4.810, 2.966, 12.963)
H (5.614, 1.617, 12.356)
H (3.459, 0.463, 13.030)
H (2.496, 0.091, 11.558)
H (4.246, -0.139, 11.695)
H (1.507, 2.395, 11.680)
H (2.434, 2.949, 12.905)
H (2.258, 3.855, 11.332)
H (4.075, 2.050, 7.040)
H (5.253, 1.245, 8.061)
H (5.719, 2.680, 7.250)
H (1.939, 2.178, 9.237)
C (-12.438, -0.844, -6.468)
C (-11.392, -0.634, -5.415)
C (-11.911, 0.529, -4.508)
C (-11.314, 0.658, -3.061)
C (-11.231, -0.774, -2.450)
C (-10.464, -1.857, -3.286)
N (-11.063, -1.915, -4.638)
O (-10.431, -2.908, -5.353)
C (-8.992, -1.546, -3.250)
C (-10.849, -3.128, -2.494)
C (-10.153, -0.055, -6.150)
H (-12.184, -1.620, -7.190)
H (-12.530, 0.067, -7.059)
H (-13.385, -1.134, -6.013)
H (-11.718, 1.513, -4.935)
H (-12.991, 0.411, -4.428)
H (-11.978, 1.288, -2.469)
H (-10.286, 1.021, -3.086)
H (-12.231, -1.155, -2.243)
H (-10.767, -0.736, -1.464)
H (-8.657, -1.688, -2.222)
H (-8.421, -2.129, -3.972)
H (-8.693, -0.518, -3.454)
H (-10.213, -3.963, -2.788)
H (-10.552, -3.007, -1.453)
H (-11.882, -3.471, -2.560)
H (-9.470, 0.248, -5.356)
H (-10.367, 0.826, -6.756)
H (-9.706, -0.783, -6.827)
H (-9.661, -2.399, -5.617)
C (5.781, -5.609, -5.487)
C (6.926, -6.620, -5.386)
C (6.622, -7.538, -4.152)
C (5.501, -8.542, -4.363)
C (5.646, -9.300, -5.665)
C (6.021, -8.519, -6.965)
N (7.015, -7.432, -6.604)
O (7.492, -6.775, -7.733)
C (6.726, -9.491, -7.982)
C (4.705, -7.881, -7.629)
C (8.323, -6.034, -5.057)
H (4.805, -6.040, -5.263)
H (5.780, -5.002, -6.392)
H (5.860, -4.829, -4.729)
H (7.466, -8.184, -3.912)
H (6.365, -6.890, -3.314)
H (4.507, -8.111, -4.250)
H (5.654, -9.289, -3.583)
H (4.732, -9.889, -5.746)
H (6.396, -10.084, -5.561)
H (5.920, -10.177, -8.241)
H (7.119, -8.820, -8.746)
H (7.536, -10.090, -7.565)
H (4.136, -8.736, -7.994)
H (4.055, -7.359, -6.927)
H (4.890, -7.308, -8.538)
H (8.402, -5.799, -3.995)
H (8.618, -5.148, -5.620)
H (9.187, -6.699, -5.060)
H (8.412, -7.052, -7.726)

Calculated values
Net charge: -1
E_LUMO (Eh): 0.051